{
  "formula": "C4H3NO2",
  "method": "ωB97M-V/def2-TZVPD",
  "elements": ["O", "C", "C", "N", "C", "C", "O", "H", "H", "H"],
  "xyz": [[-0.8993, -2.6935, 0.5394], [-0.9843, -1.7536, -0.2138], [-0.2747, -0.4521, 0.0012], [-0.3836, 0.5677, -0.7977], [0.3791, 1.5214, -0.1572], [0.9545, 1.0561, 1.0385], [0.5321, -0.2842, 1.0530], [-1.5873, -1.7579, -1.1390], [0.4583, 2.5412, -0.5327], [1.8053, 1.2549, 0.2084]],
  "forces_ev_per_angstrom": [[-0.058, 0.802, -0.582], [0.041, -0.552, 0.453], [0.179, 0.156, 0.106], [-0.264, -0.180, 0.277], [-1.101, 0.241, 0.148], [0.315, 0.359, -1.549], [-0.006, -0.094, -0.347], [0.052, -0.070, 0.102], [0.131, -0.367, 0.004], [0.711, -0.293, 1.390]],
  "mulliken_charge": [-0.43, -0.04, 0.60, -0.51, -0.08, -0.45, -0.11, 0.36, 0.44, 0.22],
  "smiles": "O=Cc1ncco1",
  "lumo_energy_ev": -0.95,
  "gap_ev": 9.04
}

***

{
  "formula": "C4H3NO2",
  "method": "ωB97M-V/def2-TZVPD",
  "elements": ["O", "C", "C", "N", "C", "C", "O", "H", "H", "H"],
  "xyz": [[2.5093, 1.0765, 0.2879], [1.4952, 0.4640, 0.4034], [0.2328, -1.2723, -2.0089], [-0.5025, -0.9733, -1.1482], [-1.3398, -0.5075, -0.1674], [-0.9600, 0.4886, 0.6299], [0.2516, 1.1316, 0.5804], [1.4831, -0.6396, 0.4558], [-2.2933, -1.0085, -0.1187], [-1.6571, 0.8765, 1.3657]],
  "forces_ev_per_angstrom": [[-1.115, -0.100, 0.007], [0.045, 0.292, 0.332], [-0.273, -0.032, 0.221], [0.578, -0.220, -0.830], [0.147, 0.068, 0.110], [0.248, -0.318, 0.040], [0.736, -0.400, -0.113], [-0.558, 0.370, 0.029], [-0.121, 0.237, 0.233], [0.312, 0.104, -0.029]],
  "mulliken_charge": [-0.41, 0.15, -0.13, -0.08, -0.15, -0.14, -0.35, 0.36, 0.38, 0.36],
  "lumo_energy_ev": 0.39,
  "gap_ev": 10.60
}

***

{
  "formula": "C4H3NO2",
  "method": "ωB97M-V/def2-TZVPD",
  "elements": ["O", "C", "C", "N", "C", "C", "O", "H", "H", "H"],
  "xyz": [[-0.3994, -1.6214, -0.6616], [-0.8870, -0.5675, -1.1770], [-1.1124, -0.8392, 1.0621], [-0.4904, 0.6710, -0.9251], [0.6433, 0.8782, -0.1978], [0.9383, 0.3631, 1.0078], [-0.1065, -0.3892, 1.5932], [-1.7423, -0.6493, -1.8618], [1.3499, 1.5945, -0.6117], [1.7617, 0.5222, 1.6889]],
  "forces_ev_per_angstrom": [[-0.291, 0.410, 0.639], [-0.112, 0.242, 0.155], [0.736, -0.392, 0.101], [0.218, -0.057, -0.386], [0.156, -0.018, 0.131], [0.011, 0.108, -0.382], [-0.640, -0.299, -0.263], [0.172, 0.009, 0.060], [-0.024, 0.003, 0.138], [-0.226, -0.005, -0.193]],
  "mulliken_charge": [-0.51, 0.13, 0.14, -0.62, 0.14, -0.34, -0.08, 0.36, 0.36, 0.41],
  "lumo_energy_ev": -0.35,
  "gap_ev": 9.38
}

***

{
  "formula": "C4H3NO2",
  "method": "ωB97M-V/def2-TZVPD",
  "elements": ["C", "C", "C", "C", "N", "O", "O", "H", "H", "H"],
  "xyz": [[1.4986, 1.8666, -0.0642], [1.3302, 0.6763, -0.0883], [-1.5658, -0.2198, 0.4506], [0.7735, -0.6171, -0.0458], [-0.5001, -0.6914, -0.0051], [-2.6077, 0.0411, -0.3462], [1.5884, -1.7034, -0.0513], [1.7993, 2.8724, -0.0594], [-3.3711, 0.2804, 0.1975], [1.0547, -2.5051, 0.0121]],
  "forces_ev_per_angstrom": [[0.374, -0.871, -0.044], [0.347, 0.827, 0.079], [-2.018, 0.941, 1.860], [-1.194, -0.557, -0.078], [1.640, -1.038, -1.171], [0.513, -0.419, -0.638], [-0.045, 0.480, -0.086], [0.014, 0.599, 0.001], [0.493, -0.042, 0.059], [-0.124, 0.080, 0.018]],
  "mulliken_charge": [0.23, -0.42, -0.47, 0.20, 0.09, -0.35, -0.49, 0.44, 0.44, 0.34],
  "lumo_energy_ev": [0.20, 0.20],
  "gap_ev": [7.97, 7.97]
}

***

{
  "formula": "C4H3NO2",
  "method": "ωB97M-V/def2-TZVPD",
  "elements": ["C", "C", "C", "C", "N", "O", "O", "H", "H", "H"],
  "xyz": [[-1.0064, 0.4254, 0.9640], [1.3536, -1.6741, -0.4950], [0.2320, 0.5156, 1.3747], [-1.5702, 0.8105, -0.3105], [2.1979, -1.5209, -1.2449], [1.2996, 0.7782, 1.7024], [-0.8294, 1.1425, -1.2134], [-2.7018, 0.9710, -0.4447], [-1.7756, 0.2854, 1.7624], [2.8003, -1.7337, -2.0950]],
  "forces_ev_per_angstrom": [[-3.293, -0.664, 1.747], [-2.276, -0.245, 2.240], [0.647, 1.142, -0.605], [0.706, 1.193, -0.983], [3.642, -0.549, -4.381], [0.112, -0.601, 0.211], [-0.430, -0.188, -0.518], [1.234, -0.663, 0.614], [0.988, -0.188, -0.438], [-1.331, 0.764, 2.111]],
  "mulliken_charge": [-0.53, -0.14, 0.68, 0.05, -0.16, -0.29, -0.51, 0.30, 0.29, 0.30],
  "lumo_energy_ev": 0.66,
  "gap_ev": 10.19
}

***

{
  "formula": "C4H3NO2S",
  "method": "ωB97M-V/def2-TZVPD",
  "elements": ["C", "C", "C", "C", "H", "H", "H", "N", "O", "O", "S"],
  "xyz": [[-1.1253, -0.0182, 0.7641], [0.9190, -0.1471, 0.8472], [0.5824, 0.0081, -0.4359], [1.4548, 0.0168, -1.4719], [-3.6309, 0.4336, 0.1729], [1.8134, -0.0047, 1.6220], [2.4544, 0.1118, -1.1116], [-0.2603, -0.2086, 1.5750], [1.2829, -0.0243, -2.7404], [-0.7831, 0.3380, -0.5127], [-2.7074, -0.5055, 1.2913]],
  "forces_ev_per_angstrom": [[-6.154, 1.282, -3.680], [1.658, 0.572, 4.108], [-1.960, 1.639, 1.114], [1.603, 0.385, -7.581], [2.220, -2.290, 2.617], [-1.320, -0.900, -2.918], [1.269, -0.248, 0.279], [5.036, -0.906, 3.829], [-0.040, 0.145, 4.479], [0.625, -2.384, 0.880], [-2.938, 2.704, -3.127]],
  "mulliken_charge": [0.48, -0.16, 0.60, -0.21, 0.17, 0.30, 0.29, -0.38, -0.54, -0.29, -0.27],
  "lumo_energy_ev": -0.80,
  "gap_ev": 8.73
}

***

{
  "formula": "C4H3NO3",
  "method": "ωB97M-V/def2-TZVPD",
  "elements": ["N", "C", "C", "O", "C", "C", "O", "O", "H", "H", "H"],
  "xyz": [[3.4286, 0.3180, -0.0927], [2.2200, 0.2697, -0.1503], [0.9073, -0.0059, -0.3634], [0.4493, -1.0532, 0.3982], [-0.2406, 0.1812, 0.6811], [-1.6938, 0.1885, 0.0716], [-2.1385, 1.3838, -0.1377], [-2.1371, -0.9494, -0.2831], [0.8602, -0.1767, -1.5574], [-0.0332, 0.8400, 1.4448], [-1.3745, -1.7403, -0.4918]],
  "forces_ev_per_angstrom": [[-6.477, -0.018, -0.196], [10.432, 1.331, 1.202], [-3.715, -0.529, -3.372], [-0.931, -1.013, 2.185], [-0.287, -1.768, -5.110], [2.507, 7.062, -0.067], [0.731, -5.793, 1.062], [0.634, -4.217, -1.943], [-0.969, 0.714, 2.621], [0.575, 0.727, 2.132], [-2.501, 3.506, 1.486]],
  "mulliken_charge": [-0.41, -0.25, 0.43, -0.47, 0.07, 0.49, -0.55, -0.49, 0.23, 0.49, 0.46],
  "smiles": "N#C[C@H]1O[C@@H]1C(=O)O",
  "lumo_energy_ev": -0.15,
  "gap_ev": 10.68
}

***

{
  "formula": "C4H3NO3",
  "method": "ωB97M-V/def2-TZVPD",
  "elements": ["O", "C", "O", "C", "C", "N", "C", "O", "H", "H", "H"],
  "xyz": [[-1.9945, -1.0319, 0.6958], [-2.1896, 0.0391, 0.1378], [-1.2376, 0.6197, -0.6936], [0.1598, 0.4624, -0.4470], [1.0330, 1.0971, 0.3835], [2.0977, 0.0066, 0.5326], [1.6658, -1.0243, -0.1039], [0.4732, -0.8294, -0.7277], [-3.2024, 0.5475, -0.1009], [1.1148, 1.9931, 0.8366], [2.0796, -1.8800, -0.5131]],
  "forces_ev_per_angstrom": [[-0.809, 3.163, -0.528], [0.350, -2.868, -0.991], [1.014, 1.753, 0.429], [-3.219, -0.916, 1.495], [1.367, -7.045, -2.504], [-0.998, 1.715, 0.062], [-1.330, 2.999, -0.513], [0.430, 0.915, 0.151], [1.591, -0.636, 0.808], [0.127, 2.612, 1.236], [1.478, -1.691, 0.357]],
  "mulliken_charge": [-0.45, 0.25, -0.31, 0.54, -0.48, -0.48, 0.03, -0.28, 0.29, 0.49, 0.40],
  "smiles": "O=COc1cnco1",
  "lumo_energy_ev": 0.74,
  "gap_ev": 10.70
}

***

| no. | DFT total energy (eV) |
| --- | --- |
| 1 | -9777.9063 |
| 2 | -9779.1961 |
| 3 | -9776.5485 |
| 4 | -9777.1782 |
| 5 | -9778.5396 |
| 6 | -20613.0144 |
| 7 | -11825.2248 |
| 8 | -11826.7623 |